Here is a molecular structure, C41H43KN2O7PSe at a distorted geometry from the Open Molecules 2025 dataset. Energies are from the ωB97M-V functional and the def2-TZVPD basis.

Largest force on an atom   1.12 eV/A
E_HOMO   -3.834 eV
ΔE to the lowest compared entry with this formula, charge and spin   45.9 kJ/mol
Multiplicity   1
Net charge   -1
Orbital gap   5.908 eV

Last column: Löwdin charge in e.
Cartesian coordinates (Å):
1 K -1.13031 0.68940 -2.11868  0.658
2 O -5.33179 1.22213 -1.98399  0.179
3 C -4.35396 1.75705 -1.60389  -0.384
4 O -3.10009 -0.11067 -0.83755  -0.291
5 C -4.13080 2.62690 -0.38643  -0.076
6 C -3.16885 2.16740 0.73405  -0.229
7 C -3.33030 3.12476 1.91703  -0.088
8 C -2.66139 4.41025 1.37767  -0.089
9 C -2.17941 3.93720 0.00739  -0.248
10 O -1.86771 2.54990 0.22775  -0.081
11 C -3.36844 3.82880 -0.95428  -0.084
12 C -2.87044 3.35902 -2.30192  -0.449
13 O -2.10643 3.92075 -3.03389  0.150
14 O -3.33608 2.11936 -2.56959  0.046
15 H -5.12522 2.85200 -0.00214  0.165
16 H -3.17716 1.10860 0.96499  0.119
17 H -2.78812 2.72347 2.77202  0.116
18 H -4.37090 3.26416 2.20959  0.116
19 H -1.81727 4.71469 1.99435  0.113
20 H -3.34843 5.25395 1.30099  0.114
21 H -1.30887 4.44088 -0.40658  0.160
22 H -3.93813 4.75291 -1.04514  0.170
23 C 1.73892 2.79464 2.44848  -0.068
24 C 2.37551 2.36654 1.13331  -0.383
25 C 1.60053 2.87694 -0.06580  -0.065
26 C 2.58986 0.84798 1.06388  -0.280
27 C 3.77420 0.36183 1.90636  -0.087
28 O 3.21145 -0.61072 2.80554  -0.031
29 C 1.87094 -0.64284 2.52898  -0.328
30 N 1.43399 0.10582 1.61122  0.169
31 C 1.12093 -1.60968 3.37682  -0.118
32 C 1.83595 -2.20906 4.41930  -0.025
33 C 1.27002 -3.18271 5.22104  -0.082
34 C -0.02874 -3.59878 4.97383  -0.078
35 C -0.73923 -3.00474 3.94572  -0.099
36 C -0.20485 -1.99263 3.14663  -0.275
37 P -1.30051 -1.28999 1.83053  1.136
38 C -1.36616 -2.76300 0.76256  -0.375
39 C -2.30049 -3.79016 0.83856  -0.102
40 C -2.23538 -4.86228 -0.03860  -0.087
41 C -1.23484 -4.91827 -0.99808  -0.088
42 C -0.29836 -3.89742 -1.07986  -0.067
43 C -0.36675 -2.82361 -0.20733  -0.105
44 C -2.90219 -1.22846 2.68960  -0.395
45 C -3.05527 -0.80515 4.00757  -0.106
46 C -4.31587 -0.55989 4.53488  -0.102
47 C -5.44877 -0.73233 3.75359  -0.107
48 C -5.30908 -1.14590 2.43501  -0.080
49 C -4.05106 -1.38566 1.90512  -0.120
50 H 1.73712 3.88357 2.54230  0.074
51 H 2.26359 2.38857 3.31771  0.075
52 H 0.70553 2.44630 2.49798  0.074
53 H 3.38136 2.80613 1.07620  0.135
54 H 0.57281 2.50789 -0.10387  0.062
55 H 2.07228 2.57221 -1.00082  0.044
56 H 1.53582 3.96993 -0.04693  0.081
57 H 2.69497 0.55331 0.01635  0.062
58 H 4.22527 1.15377 2.51018  0.117
59 H 4.54487 -0.13347 1.31629  0.126
60 H 2.85888 -1.90827 4.58636  0.110
61 H 1.85182 -3.62316 6.02094  0.099
62 H -0.48585 -4.38008 5.56784  0.100
63 H -1.75230 -3.33579 3.75425  0.102
64 H -3.08993 -3.74397 1.57918  0.094
65 H -2.97788 -5.64877 0.02474  0.096
66 H -1.19370 -5.74895 -1.69176  0.097
67 H 0.47425 -3.91031 -1.83827  0.097
68 H 0.35928 -2.02311 -0.31849  0.063
69 H -2.18602 -0.65752 4.63776  0.104
70 H -4.40828 -0.23253 5.56339  0.095
71 H -6.43153 -0.54576 4.16881  0.093
72 H -6.17804 -1.27737 1.80147  0.104
73 H -3.95141 -1.67119 0.86611  0.084
74 O -2.98998 -0.89891 -2.77046  -0.173
75 N -3.03985 -1.14665 -1.56062  -0.229
76 C 6.55510 -0.47548 -6.53535  -0.074
77 C 5.40850 -0.43322 -5.56638  -0.297
78 C 4.97638 0.75669 -5.00157  -0.041
79 C 3.91076 0.81090 -4.10953  -0.313
80 C 3.52325 2.15008 -3.54721  -0.106
81 C 3.23107 -0.36089 -3.73792  -0.567
82 Se 1.79400 -0.32476 -2.48099  0.576
83 C 3.66240 -1.57312 -4.31310  -0.312
84 C 2.98391 -2.87973 -4.00356  -0.106
85 C 4.72765 -1.58854 -5.20250  -0.041
86 H 7.05824 0.49134 -6.59451  0.065
87 H 6.22410 -0.73025 -7.54613  0.072
88 H 7.30546 -1.21758 -6.25140  0.070
89 H 5.47932 1.68339 -5.26447  0.104
90 H 3.91808 2.95921 -4.16440  0.067
91 H 3.91304 2.27696 -2.53168  0.073
92 H 2.44014 2.24132 -3.46607  0.035
93 H 2.55292 -2.87227 -3.00457  0.007
94 H 3.69308 -3.70640 -4.09059  0.068
95 H 2.15826 -3.07355 -4.69490  0.083
96 H 5.03660 -2.54325 -5.62041  0.110